Record 1
{
  "formula": "H80O40",
  "method": "ωB97M-V/def2-TZVPD",
  "species": ["H", "H", "O", "H", "H", "O", "H", "H", "O", "H", "H", "O", "H", "H", "O", "H", "O", "H", "O", "H", "H", "O", "H", "H", "O", "H", "H", "O", "H", "H", "O", "H", "O", "H", "H", "O", "H", "H", "O", "H", "H", "O", "H", "H", "O", "H", "H", "O", "H", "H", "O", "H", "O", "H", "H", "O", "H", "O", "H", "H", "O", "H", "H", "O", "H", "H", "O", "H", "H", "O", "H", "H", "O", "H", "H", "O", "H", "H", "O", "H", "H", "O", "H", "H", "O", "H", "H", "O", "H", "O", "H", "H", "O", "H", "H", "H", "H", "H", "H", "O", "H", "H", "O", "H", "H", "O", "H", "H", "O", "H", "H", "O", "H", "H", "O", "H", "H", "O", "H", "H"],
  "positions_angstrom": [[-3.448, 2.156, -1.030], [-2.451, 2.401, -2.234], [-2.614, 2.494, -1.294], [3.055, 0.035, -3.932], [2.828, -1.389, -4.394], [3.152, -0.546, -4.678], [0.842, -4.155, 4.888], [2.024, -3.424, 5.600], [1.124, -3.735, 5.593], [-4.924, -0.264, 3.334], [-4.201, 0.405, 4.332], [-5.029, 0.431, 3.830], [-1.975, -2.052, -2.943], [-0.772, -1.243, -2.045], [-1.405, -1.331, -2.705], [5.968, 0.709, 2.103], [6.833, 0.638, 1.921], [3.320, 4.473, -2.632], [2.604, 4.901, -3.170], [2.938, -0.779, 5.130], [3.822, 0.341, 5.407], [3.557, -0.225, 4.817], [-1.920, -6.107, 0.723], [-0.507, -5.629, 0.615], [-1.548, -5.319, 0.660], [1.081, 1.464, -4.832], [2.348, 1.005, -5.332], [1.667, 1.870, -5.258], [0.012, 5.789, 3.478], [-0.287, 4.425, 2.975], [-0.596, 5.196, 3.234], [3.097, -3.473, -3.169], [3.265, -4.404, -3.327], [-5.351, -2.037, 0.686], [-5.130, -3.508, 0.761], [-5.596, -2.794, 1.142], [1.458, 2.302, 1.741], [1.619, 2.539, 0.336], [2.112, 2.531, 1.099], [4.544, -0.381, -0.902], [3.937, -1.730, -0.263], [4.821, -1.380, -0.793], [5.143, 3.130, -1.847], [3.945, 2.683, -2.747], [4.223, 2.857, -1.715], [-2.864, 1.972, 3.366], [-2.992, 0.751, 2.333], [-2.437, 1.080, 3.125], [2.754, 0.533, -0.623], [1.631, -0.238, 0.068], [1.732, 0.594, -0.629], [-3.737, -3.624, -1.936], [-2.846, -3.485, -1.596], [1.111, -0.864, -1.558], [1.044, -2.361, -0.853], [1.391, -1.710, -1.646], [0.111, -2.592, 1.948], [0.447, -1.760, 1.922], [-3.310, -2.360, 2.983], [-2.568, -1.059, 3.378], [-3.302, -1.630, 3.544], [-4.162, 3.320, -3.962], [-4.737, 1.744, -4.062], [-4.153, 2.424, -3.639], [2.112, -4.324, 1.042], [2.663, -3.887, -0.195], [1.877, -3.926, 0.188], [1.735, 5.252, 0.190], [2.890, 4.659, 1.129], [2.308, 5.426, 1.043], [4.053, -0.257, 1.775], [3.615, 1.182, 1.424], [4.265, 0.547, 1.212], [-1.078, -4.373, 4.476], [-1.707, -4.261, 3.153], [-1.094, -3.783, 3.723], [-4.759, -2.042, -2.755], [-6.314, -2.034, -2.428], [-5.399, -2.353, -2.137], [-2.506, -0.721, -0.495], [-3.358, -0.356, 0.838], [-3.336, -0.966, 0.149], [-0.174, 1.482, -3.678], [-0.170, 0.094, -2.705], [0.264, 0.560, -3.454], [-2.469, -0.889, -5.280], [-2.532, 0.047, -4.057], [-3.053, -0.284, -4.792], [-0.138, 3.482, -4.370], [-0.102, 3.344, -3.349], [-5.893, 1.774, 2.168], [-5.638, 1.786, 0.543], [-5.074, 1.664, 1.451], [-2.963, -2.860, -0.680], [6.693, -0.133, 1.202], [-0.181, -0.907, 1.986], [1.919, 4.225, -3.190], [2.692, -5.074, -2.828], [-0.480, 4.274, -2.997], [0.033, 2.611, 5.872], [-0.452, 2.244, 5.174], [0.791, 3.015, 5.538], [0.040, 5.517, -1.766], [0.334, 5.719, -0.788], [0.941, 5.826, -2.141], [0.012, 0.489, 4.012], [-0.887, 0.570, 4.142], [0.234, -0.408, 3.987], [-0.049, 3.629, 0.074], [-0.950, 3.798, 0.035], [0.253, 3.133, -0.775], [4.506, -3.287, 1.200], [4.093, -3.750, 2.067], [4.876, -3.901, 0.642], [-0.147, -4.481, -3.716], [-1.117, -4.640, -3.432], [0.286, -3.670, -3.551], [-0.956, 0.309, -0.047], [-1.091, 1.260, -0.260], [-0.118, 0.044, 0.104]],
  "orbital_gap_ev": [1.9438, 9.5618],
  "e_tot_ev": -83189.160,
  "multiplicity": 2,
  "homo_energy_ev": [-0.8, -8.4],
  "charge": -1,
  "lumo_energy_ha": [0.0421, 0.0414]
}

Record 2
{
  "formula": "H80O40",
  "method": "ωB97M-V/def2-TZVPD",
  "species": ["H", "H", "O", "H", "H", "O", "H", "H", "O", "H", "H", "O", "H", "H", "O", "H", "O", "H", "O", "H", "H", "O", "H", "H", "O", "H", "H", "O", "H", "H", "O", "H", "O", "H", "H", "O", "H", "H", "O", "H", "H", "O", "H", "H", "O", "H", "H", "O", "H", "H", "O", "H", "O", "H", "H", "O", "H", "O", "H", "H", "O", "H", "H", "O", "H", "H", "O", "H", "H", "O", "H", "H", "O", "H", "H", "O", "H", "H", "O", "H", "H", "O", "H", "H", "O", "H", "H", "O", "H", "O", "H", "H", "O", "H", "H", "H", "H", "H", "H", "O", "H", "H", "O", "H", "H", "O", "H", "H", "O", "H", "H", "O", "H", "H", "O", "H", "H", "O", "H", "H"],
  "positions_angstrom": [[2.354, -3.779, -5.174], [1.225, -4.874, -4.742], [2.077, -4.501, -4.599], [-2.461, 1.743, 2.445], [-1.902, 2.637, 1.399], [-2.672, 2.011, 1.549], [2.741, 5.929, -2.599], [2.962, 4.668, -3.174], [2.285, 5.340, -3.200], [2.809, -1.485, -2.294], [4.076, -0.989, -2.877], [3.120, -0.743, -2.834], [-0.648, 1.841, -2.986], [-1.799, 3.048, -2.955], [-0.993, 2.660, -3.335], [-2.435, -1.304, -1.912], [-2.307, -0.414, -1.489], [1.217, 6.773, -0.263], [1.296, 6.214, 0.526], [-0.246, -0.295, -2.389], [1.105, 0.402, -2.961], [0.191, 0.157, -3.104], [-4.391, -0.509, 1.040], [-3.700, -0.125, -0.399], [-4.425, -0.006, 0.230], [1.945, -2.265, 3.085], [3.457, -2.260, 3.010], [2.679, -2.783, 2.745], [-0.641, 4.220, -0.899], [0.433, 3.347, -1.277], [0.312, 4.217, -0.904], [-0.750, -3.989, 3.004], [0.203, -3.937, 2.899], [0.648, -1.144, -5.796], [2.184, -1.718, -5.451], [1.691, -1.064, -5.959], [-0.339, 0.373, 6.448], [-1.033, 1.663, 6.434], [-0.898, 0.887, 5.834], [-3.579, -3.415, 3.155], [-4.255, -2.761, 4.165], [-4.480, -3.478, 3.595], [-1.509, -3.071, -1.170], [-0.948, -4.120, -0.872], [-0.551, -3.325, -1.296], [1.502, -0.291, 4.649], [2.885, 0.205, 5.209], [2.391, -0.036, 4.398], [3.932, 0.053, 2.086], [5.539, 0.049, 2.089], [4.732, -0.257, 2.500], [-4.384, 2.741, 1.732], [-5.280, 2.638, 2.107], [0.616, 3.601, 0.839], [0.057, 3.318, 2.161], [0.412, 2.850, 1.417], [-4.262, -2.852, -2.069], [-3.534, -3.500, -2.059], [-0.993, -3.929, 1.635], [-2.336, -4.775, 1.237], [-1.491, -4.353, 0.842], [-2.217, -0.359, 5.250], [-3.435, -0.710, 5.905], [-2.836, -1.157, 5.314], [-4.098, 2.594, -1.855], [-3.225, 1.521, -1.230], [-3.099, 2.461, -1.610], [0.714, -3.152, 0.275], [1.273, -2.032, 1.284], [0.748, -2.207, 0.478], [-2.977, 0.468, -4.753], [-3.242, 1.496, -3.612], [-3.639, 0.974, -4.281], [5.127, 3.019, -1.956], [3.859, 2.917, -1.348], [4.410, 2.377, -2.005], [-6.297, -1.975, -1.530], [-6.162, -1.141, -2.725], [-5.614, -1.733, -2.223], [-0.415, 0.741, -5.103], [-0.453, 0.559, -6.712], [-0.950, 0.727, -5.924], [1.833, 2.072, 4.562], [2.630, 2.094, 3.174], [2.033, 2.545, 3.751], [5.128, 0.597, -4.219], [5.428, -0.479, -3.239], [5.840, 0.245, -3.699], [-0.730, -3.205, -4.089], [-0.044, -2.511, -4.114], [3.463, 3.593, 4.189], [4.818, 3.491, 3.536], [4.357, 3.283, 4.345], [-5.758, 2.206, 1.367], [-2.341, 0.107, -2.305], [-3.904, -4.395, -1.946], [0.502, 5.655, 0.382], [0.344, -4.943, 2.713], [0.231, -2.484, -3.208], [-1.243, -0.972, 2.971], [-1.434, -0.068, 2.734], [-1.211, -1.573, 2.217], [1.851, 0.765, -0.551], [1.470, -0.095, -0.739], [2.466, 0.688, -1.282], [2.054, -5.824, 1.783], [2.522, -5.027, 2.137], [1.760, -5.816, 0.878], [6.057, 0.245, 0.365], [6.941, 0.569, 0.216], [5.568, 0.660, -0.361], [3.305, 3.501, -0.018], [2.853, 4.352, -0.191], [3.124, 2.974, 0.763], [-5.654, 2.274, -1.127], [-5.952, 1.545, -1.675], [-5.054, 1.916, -0.468], [-1.344, -3.114, 5.112], [-1.984, -3.346, 5.785], [-1.234, -2.159, 5.190]],
  "orbital_gap_ev": 9.8673,
  "e_tot_ev": -83195.820,
  "homo_energy_ev": -10.6,
  "charge": 0,
  "lumo_energy_ha": -0.0273
}

Record 3
{
  "formula": "H80O40",
  "method": "ωB97M-V/def2-TZVPD",
  "species": ["H", "H", "O", "H", "H", "O", "H", "H", "O", "H", "H", "O", "H", "H", "O", "H", "O", "H", "O", "H", "H", "O", "H", "H", "O", "H", "H", "O", "H", "H", "O", "H", "O", "H", "H", "O", "H", "H", "O", "H", "H", "O", "H", "H", "O", "H", "H", "O", "H", "H", "O", "H", "O", "H", "H", "O", "H", "O", "H", "H", "O", "H", "H", "O", "H", "H", "O", "H", "H", "O", "H", "H", "O", "H", "H", "O", "H", "H", "O", "H", "H", "O", "H", "H", "O", "H", "H", "O", "H", "O", "H", "H", "O", "H", "H", "H", "H", "H", "H", "O", "H", "H", "O", "H", "H", "O", "H", "H", "O", "H", "H", "O", "H", "H", "O", "H", "H", "O", "H", "H"],
  "positions_angstrom": [[-2.711, 0.701, 2.299], [-2.184, 0.299, 1.002], [-2.903, 0.046, 1.610], [1.603, -0.671, -1.391], [1.985, 0.016, -0.003], [2.335, -0.365, -0.812], [-2.246, -2.060, -3.719], [-1.353, -3.277, -3.662], [-1.800, -2.691, -4.283], [1.350, 2.613, 4.900], [0.868, 4.120, 5.379], [1.386, 3.584, 4.775], [5.405, -2.828, -0.431], [4.555, -1.572, -0.623], [5.474, -1.884, -0.586], [-1.456, 3.533, 1.002], [-2.397, 3.591, 0.826], [4.720, 3.435, -1.191], [4.667, 2.596, -1.686], [-5.230, 2.801, -0.814], [-5.904, 2.283, 0.549], [-5.988, 2.362, -0.415], [-1.422, 5.250, -1.095], [-1.099, 4.510, -2.330], [-0.977, 5.388, -1.947], [-1.635, -0.362, -3.108], [-2.929, 0.517, -2.831], [-1.936, 0.519, -2.874], [-5.005, -2.369, 1.088], [-4.669, -0.786, 0.768], [-4.767, -1.680, 0.436], [0.382, -1.856, 1.066], [0.356, -0.918, 1.327], [0.129, -1.809, -2.225], [-0.799, -0.573, -1.626], [-0.010, -1.133, -1.528], [-4.392, 0.315, -1.387], [-3.835, -1.086, -1.693], [-4.283, -0.335, -2.094], [1.213, -0.225, -5.413], [2.579, -0.796, -5.802], [1.643, -1.022, -5.758], [-0.512, 1.250, 5.568], [-1.707, 1.293, 4.674], [-1.209, 0.678, 5.224], [-4.950, 1.624, -3.367], [-6.081, 2.693, -3.409], [-5.159, 2.535, -3.181], [2.100, 1.154, 3.428], [2.006, 0.114, 4.571], [1.554, 0.879, 4.187], [-5.510, 0.273, 2.059], [-5.349, 1.216, 2.097], [-0.364, -5.443, -1.644], [-0.365, -6.646, -0.810], [0.052, -6.316, -1.610], [-0.512, -2.667, 5.668], [0.239, -2.175, 6.008], [0.659, 4.661, -3.572], [2.109, 4.103, -3.238], [1.158, 3.942, -3.186], [3.995, 0.149, 0.489], [4.835, 0.704, 1.470], [3.881, 0.718, 1.267], [0.488, 1.812, -3.943], [0.259, 0.711, -2.956], [0.695, 0.883, -3.792], [3.577, -2.380, 2.772], [4.811, -2.794, 1.984], [4.151, -2.089, 2.027], [4.105, -1.225, -3.253], [3.391, -2.625, -3.579], [3.871, -1.874, -3.923], [3.358, 4.614, 3.009], [2.178, 5.693, 3.159], [2.504, 4.923, 2.683], [1.552, 3.358, 2.737], [0.261, 2.605, 2.704], [1.053, 2.741, 2.168], [1.273, -2.248, -4.142], [1.603, -3.532, -3.232], [0.966, -2.843, -3.421], [2.302, -2.403, -0.305], [0.999, -3.227, -0.632], [1.610, -2.980, 0.063], [1.638, -2.056, 4.378], [2.080, -0.958, 3.294], [2.354, -1.721, 3.812], [-1.562, 2.283, -5.865], [-2.231, 1.605, -5.714], [1.753, 3.649, 0.246], [0.807, 3.936, -1.043], [1.322, 4.303, -0.314], [-5.995, 1.627, 2.668], [-2.734, 4.480, 0.984], [-0.021, -1.300, 6.307], [4.374, 1.892, -1.099], [0.050, -0.416, 0.571], [-2.140, 1.617, -4.744], [-2.453, -2.465, -0.458], [-1.760, -2.155, 0.133], [-3.281, -1.976, -0.196], [4.116, 4.829, -0.292], [3.343, 5.399, -0.127], [3.782, 4.204, 0.370], [-1.141, -1.835, 3.720], [-0.904, -1.381, 2.893], [-1.245, -1.019, 4.238], [-4.145, -3.914, 1.850], [-3.468, -3.449, 2.349], [-4.089, -4.147, 0.919], [-0.287, 1.754, 0.057], [-0.012, 2.674, 0.041], [-0.219, 1.405, 0.950], [2.569, -5.897, -0.232], [2.406, -5.115, 0.311], [3.486, -5.703, -0.466], [-0.827, -5.608, 2.943], [-0.131, -5.381, 2.312], [-1.403, -4.878, 2.690]],
  "orbital_gap_ev": 9.5787,
  "e_tot_ev": -83198.771,
  "homo_energy_ev": -10.6,
  "charge": 0,
  "lumo_energy_ha": -0.0378
}

Record 4
{
  "formula": "H80O40",
  "method": "ωB97M-V/def2-TZVPD",
  "species": ["H", "H", "O", "H", "H", "O", "H", "H", "O", "H", "H", "O", "H", "H", "O", "H", "O", "H", "O", "H", "H", "O", "H", "H", "O", "H", "H", "O", "H", "H", "O", "H", "O", "H", "H", "O", "H", "H", "O", "H", "H", "O", "H", "H", "O", "H", "H", "O", "H", "H", "O", "H", "O", "H", "H", "O", "H", "O", "H", "H", "O", "H", "H", "O", "H", "H", "O", "H", "H", "O", "H", "H", "O", "H", "H", "O", "H", "H", "O", "H", "H", "O", "H", "H", "O", "H", "H", "O", "H", "O", "H", "H", "O", "H", "H", "H", "H", "H", "H", "O", "H", "H", "O", "H", "H", "O", "H", "H", "O", "H", "H", "O", "H", "H", "O", "H", "H", "O", "H", "H"],
  "positions_angstrom": [[-4.338, -4.888, 1.888], [-2.855, -5.440, 1.057], [-3.752, -4.778, 1.164], [1.512, 2.474, 1.766], [1.317, 1.123, 2.395], [1.883, 1.900, 2.549], [-5.274, -3.610, -0.796], [-5.962, -3.401, 0.334], [-6.184, -3.372, -0.552], [3.379, 1.918, -5.200], [2.106, 2.411, -5.705], [3.045, 2.715, -5.582], [-1.655, 0.231, 4.143], [-2.189, 0.971, 2.940], [-1.433, 0.918, 3.386], [-0.692, 5.790, -1.835], [0.034, 6.143, -1.995], [0.555, -1.253, -5.120], [0.564, -0.429, -5.528], [0.132, -0.027, -1.213], [0.214, -0.239, 0.254], [0.775, -0.408, -0.589], [-4.822, 1.935, -4.336], [-3.743, 1.979, -3.316], [-4.615, 2.217, -3.463], [-5.212, 2.001, -1.282], [-4.696, 0.872, -1.963], [-4.611, 1.334, -1.161], [-2.192, 3.539, 2.826], [-0.875, 4.491, 2.482], [-1.905, 4.250, 2.323], [-4.633, -0.150, 3.571], [-3.826, -0.208, 3.170], [-0.976, -6.909, -0.233], [-0.492, -6.411, 1.203], [-1.019, -6.730, 0.650], [-6.406, -0.002, 1.426], [-5.631, -1.355, 1.748], [-6.218, -0.690, 2.082], [-2.778, -2.287, 0.687], [-1.442, -1.695, 1.541], [-1.792, -2.352, 1.010], [2.765, -1.568, 1.069], [3.665, -1.680, -0.376], [3.373, -1.952, 0.576], [6.472, 1.692, -1.014], [5.836, 0.909, 0.188], [5.725, 0.997, -0.824], [4.865, -2.795, 3.053], [5.987, -2.377, 2.526], [5.656, -2.158, 3.446], [3.166, -2.510, 5.428], [2.211, -2.385, 5.485], [5.084, -0.760, -4.347], [4.449, -1.284, -2.977], [4.598, -0.644, -3.583], [4.976, 1.920, 4.469], [4.215, 1.417, 4.639], [-5.344, -1.480, -1.711], [-4.651, -0.446, -0.867], [-4.596, -1.359, -1.097], [2.304, -3.049, -5.171], [3.335, -1.973, -5.337], [3.188, -2.777, -5.614], [3.752, -3.626, 1.071], [3.978, -5.123, 1.477], [4.370, -4.271, 1.146], [-5.987, 2.627, 1.678], [-5.654, 2.258, 0.144], [-6.045, 2.034, 0.884], [-3.117, -4.467, -3.252], [-4.018, -4.126, -2.181], [-4.023, -4.378, -3.142], [-0.888, 2.340, -4.780], [0.036, 2.375, -3.685], [-0.193, 1.787, -4.396], [4.315, -3.409, -1.790], [5.434, -2.560, -1.329], [4.606, -2.462, -1.659], [-0.066, -5.981, -2.990], [-1.143, -5.571, -2.087], [-0.211, -5.600, -2.048], [1.070, 3.115, 3.984], [1.536, 4.432, 4.641], [1.191, 3.645, 4.925], [-3.703, 2.938, 4.378], [-3.187, 4.277, 3.657], [-3.893, 3.561, 3.623], [0.589, -3.379, 3.965], [0.507, -3.436, 2.892], [3.186, 4.201, -3.261], [2.177, 5.209, -3.120], [2.351, 4.392, -2.970], [2.016, -3.033, 4.736], [0.180, 6.826, -1.265], [3.449, 1.792, 4.201], [1.200, -0.254, -6.235], [-4.083, 0.150, 2.300], [-0.503, -3.364, 2.945], [-2.782, 3.019, -0.399], [-2.349, 3.850, -0.059], [-2.782, 2.451, 0.297], [1.986, 2.142, -0.035], [2.558, 2.964, 0.206], [2.404, 1.296, -0.330], [4.405, 3.501, 0.109], [3.626, 4.041, -0.051], [4.113, 2.517, 0.307], [2.456, 0.548, -3.712], [1.683, 0.853, -3.323], [2.971, 0.941, -3.173], [-1.867, 2.622, 5.421], [-1.418, 3.266, 4.893], [-1.350, 2.042, 5.803], [3.879, 0.538, 1.442], [4.457, -0.264, 1.249], [3.937, 0.325, 2.389], [-1.617, 0.949, -2.570], [-1.566, 0.553, -3.409], [-2.549, 0.611, -2.204]],
  "orbital_gap_ev": 9.9945,
  "e_tot_ev": -83185.887,
  "homo_energy_ev": -10.5,
  "charge": 0,
  "lumo_energy_ha": -0.0171
}

The records above yield ΔE to the lowest compared entry with this formula, charge and spin values of 1069.34, 964.39, 679.67, 1922.78 kJ/mol, respectively.